# 1
# C27H49Cl2CuO13S3

A structure of composition C27H49Cl2CuO13S3 (ωB97M-V/def2-TZVPD, the OMol25 dataset).

Summary:
highest occupied orbital energy: -8.7 eV
net charge: 0
DFT total energy: -157598.1173 eV
ΔE to the lowest compared entry with this formula, charge and spin: 0.000 eV
Kohn-Sham gap: 7.9 eV
LUMO: -0.81 eV

```
95
Properties=species:S:1:pos:R:3:forces:R:3
Cu -0.710144 -3.462101 0.738055 0.70 1.91 0.14
C -0.084422 -0.293330 -0.425789 -0.10 -0.05 -0.40
O 0.163821 -1.595012 -0.074875 -0.28 -1.01 0.65
H -0.437613 0.423253 0.343584 -0.15 -0.33 0.52
H 0.830017 0.206732 -0.800549 0.16 -0.03 -0.18
H -0.826350 -0.178756 -1.237502 -0.03 -0.01 -0.07
C 3.983310 -1.433300 2.305436 0.23 -0.65 -0.93
C 3.522075 -1.799455 3.718120 0.40 0.66 0.70
C 3.357372 -3.308251 3.744350 0.83 0.02 -0.42
S 2.443347 -3.645752 2.214444 0.70 0.54 -0.37
O 1.003126 -3.653792 2.497315 0.30 -0.40 -0.51
O 3.104532 -4.716231 1.481765 -1.00 0.62 0.59
C 2.874763 -2.025054 1.425560 -0.63 0.03 0.55
H 4.907323 -1.902282 1.951510 0.18 -0.31 0.79
H 4.205859 -0.388841 2.086185 -0.56 0.20 0.35
H 2.594985 -1.269833 3.951315 -0.21 -0.15 -0.25
H 4.169578 -1.495064 4.543151 0.39 -0.03 -0.30
H 3.065005 -3.755643 4.690572 -0.86 0.00 -0.28
H 4.352309 -3.718830 3.551056 -0.08 -0.14 -0.18
H 1.977176 -1.406861 1.488962 -0.17 -0.26 -0.17
H 3.077373 -2.206941 0.373460 0.20 -0.09 0.07
C -0.696737 0.571459 4.124662 1.16 0.80 -1.12
C -2.097816 0.817543 3.553591 -0.58 -0.16 1.17
C -2.891627 -0.370938 4.115317 -0.31 0.18 -1.08
S -1.881357 -1.802798 3.678175 0.78 0.89 1.53
O -2.104801 -2.166790 2.300547 -0.21 -0.33 -0.68
O -1.973430 -2.796476 4.710738 -0.01 -0.20 -0.15
C -0.300066 -0.869408 3.781924 -0.29 -0.38 -0.72
H -0.567276 0.874786 5.162920 -0.54 -0.52 0.23
H -0.003682 1.252011 3.617382 0.09 -0.15 -0.10
H -2.160994 0.902794 2.469391 0.33 -0.35 -0.06
H -2.534251 1.737893 3.944193 0.11 0.04 0.05
H -3.884318 -0.491237 3.681669 0.02 -0.12 0.02
H -2.961407 -0.275169 5.196400 0.08 -0.35 0.05
H 0.107025 -0.939653 2.768261 -0.23 0.17 -0.12
H 0.425770 -1.406604 4.386513 -0.37 0.11 0.54
C 2.787430 2.262579 0.623925 0.06 -1.13 0.53
C 3.286664 3.715456 0.757878 0.26 -0.73 -0.65
C 4.771448 3.637719 1.079710 -0.11 -1.24 0.15
S 5.385367 2.198462 0.120469 0.35 -0.61 -0.48
O 6.136133 1.279695 0.965387 -0.65 0.64 -0.14
O 6.011081 2.647121 -1.104592 -0.41 0.10 0.43
C 3.744789 1.427099 -0.228807 0.61 1.04 -0.32
H 1.764173 2.201140 0.255676 0.03 0.07 -0.06
H 2.808942 1.719672 1.576476 -0.29 0.57 0.36
H 2.737397 4.196475 1.562427 -0.05 0.38 -0.26
H 3.162350 4.184200 -0.219472 -0.30 0.39 0.21
H 4.840775 3.320037 2.120843 0.50 0.21 0.03
H 5.417784 4.471649 0.827794 -0.14 0.13 0.08
H 3.898531 0.387536 0.043685 -0.35 -0.02 0.16
H 3.499490 1.491987 -1.288296 0.38 0.14 -0.08
O -6.212441 -3.194470 -0.925496 0.25 -0.36 -0.47
C -5.320376 -2.406355 -0.819293 -1.06 0.60 0.58
O -4.487242 -2.051828 -1.818779 0.16 -0.16 -0.43
C -3.410184 -1.211882 -1.317641 -0.67 -0.88 -0.47
C -4.017158 -0.570062 -0.103237 0.48 0.51 0.75
C -5.063175 -1.574611 0.426780 1.99 0.88 -0.69
H -3.060122 -0.523834 -2.085817 -0.48 0.03 -0.05
H -2.597173 -1.919070 -1.145004 0.29 0.25 0.54
H -4.567737 0.342529 -0.335183 0.37 0.14 -0.38
H -3.200619 -0.330586 0.583637 -0.26 0.04 0.25
H -5.893145 -0.950808 0.736779 -0.52 -0.83 0.28
H -4.590826 -2.177492 1.201654 -0.53 -0.15 0.19
O -4.794620 3.113181 -1.752331 0.14 -0.06 0.40
C -3.636958 3.410948 -1.791373 -1.14 -0.61 -1.04
O -3.214903 4.397898 -2.618894 0.25 -0.23 -0.15
C -1.807592 4.425272 -2.599033 1.75 0.81 -1.20
C -1.393348 3.858555 -1.266636 0.82 -0.31 0.31
C -2.493367 2.806849 -1.017492 -0.30 1.45 1.06
H -1.442710 5.424490 -2.861224 -0.45 0.33 0.87
H -1.282899 3.909995 -3.419655 -0.98 -0.85 -0.04
H -1.349982 4.670229 -0.536777 -0.55 -0.23 0.27
H -0.370777 3.476254 -1.266898 -0.09 -0.26 -0.25
H -2.877069 2.872343 0.003827 0.31 -0.31 0.15
H -2.328072 1.755617 -1.236685 0.26 0.13 -0.38
O -4.424554 0.302515 -4.799416 0.01 -0.05 0.02
C -3.266569 0.117699 -4.592387 -0.77 -0.46 0.44
O -2.482662 1.102392 -4.063140 0.41 0.55 0.13
C -1.121060 0.716829 -4.130758 1.45 -1.09 0.11
C -1.155491 -0.815617 -4.133287 0.14 -0.42 -0.42
C -2.415438 -1.121396 -4.896901 -0.78 1.97 0.19
H -0.498063 1.015895 -3.284146 -0.66 0.50 0.32
H -0.591597 1.124888 -4.996615 -0.49 0.03 -0.30
H -1.259291 -1.159106 -3.101977 0.14 -0.12 -0.07
H -0.316036 -1.321248 -4.604573 0.29 0.35 0.25
H -2.920665 -2.041897 -4.631425 -0.15 -0.03 -0.47
H -2.325747 -0.856984 -5.959111 0.42 -1.24 -0.26
Cl 2.040223 -4.155602 -3.680808 0.16 0.11 -0.34
C 1.813778 -2.686212 -2.722121 -0.60 0.03 1.34
C 2.670624 -1.491759 -3.072479 0.26 -0.75 -0.40
Cl 2.397348 -0.955402 -4.757564 0.00 0.23 0.07
H 2.006759 -2.983791 -1.689089 0.38 0.14 -0.03
H 0.749276 -2.466429 -2.652408 0.05 0.21 -0.54
H 3.722558 -1.766802 -3.025886 0.02 0.05 0.04
H 2.488258 -0.664019 -2.392042 -0.23 -0.01 -0.03
```
Positions in Å, forces in eV/Å.

Atomic partial charges in e from the Löwdin method, atoms 1 to 5:
1 Cu 0.535
2 C -0.329
3 O -0.374
4 H 0.057
5 H 0.049



# 2
# C27H49ClN4O2

A cluster of 4 separate species, C27H49ClN4O2 in total (ωB97M-V/def2-TZVPD, the OMol25 dataset).

Summary:
highest occupied orbital energy: -8.0 eV
net charge: 0
SMILES: CC(C)=CCC[C@@H](C)CC[C@](C)(Cl)OC(=O)CCN.CCCC#N.CCCC#N.CCCC#N
DFT total energy: -51371.1625 eV
Kohn-Sham gap: 8.5 eV
LUMO: 0.46 eV

```
83
Properties=species:S:1:pos:R:3:forces:R:3
C -1.621499 -5.702846 -1.069522 0.39 0.43 -0.19
C -1.641629 -4.729402 -2.230172 0.06 -0.26 0.02
C -0.897011 -5.118905 -3.494176 -0.69 -0.03 -0.21
C -2.280246 -3.561646 -2.153365 -0.14 0.25 -0.13
C -2.580768 -2.830223 -0.868502 -0.66 -0.70 0.28
C -1.321315 -2.430949 -0.064796 -0.11 0.16 -0.42
C -0.834638 -0.968679 -0.235459 0.31 -0.01 0.22
C -1.262759 -0.324190 -1.553474 0.07 0.05 0.01
C -1.260452 -0.134364 0.977828 -0.59 0.11 -0.18
C -0.829900 1.342019 0.940642 -0.02 -0.02 -0.24
C -0.342859 1.869417 2.278781 -0.44 -0.01 0.29
C -1.360648 1.576112 3.390123 0.12 0.38 0.24
Cl -0.163781 3.672090 2.160247 0.17 0.08 -0.08
O 0.877091 1.286110 2.724451 -0.10 -0.24 -0.22
C 1.944254 1.208730 1.892666 0.11 0.02 0.31
O 2.124893 1.933471 0.958686 -0.03 0.10 -0.42
C 2.889734 0.123856 2.344890 -0.12 0.19 0.13
C 4.026746 -0.101191 1.367960 -0.06 -0.24 0.04
N 3.537127 -0.747899 0.145047 -0.09 0.15 0.04
H -0.980819 -6.552660 -1.297161 0.03 -0.01 0.17
H -2.635038 -6.072800 -0.898062 0.01 0.03 0.07
H -1.253612 -5.225856 -0.162560 -0.06 -0.22 0.10
H -1.568554 -5.368188 -4.323480 0.02 -0.12 0.06
H -0.301137 -4.273055 -3.835192 0.13 -0.10 0.01
H -0.248556 -5.974472 -3.312032 0.03 0.03 -0.06
H -2.649778 -3.129632 -3.082837 0.72 0.49 -0.05
H -3.173086 -3.493470 -0.224777 -0.03 0.08 0.00
H -3.222938 -1.971913 -1.062204 0.02 -0.01 0.07
H -0.510889 -3.097158 -0.364493 -0.05 -0.08 0.11
H -1.534665 -2.620310 0.989351 0.21 0.05 0.04
H 0.265739 -1.002681 -0.245544 -0.02 0.03 0.05
H -0.862847 0.686961 -1.649371 0.07 -0.03 0.00
H -2.346931 -0.236705 -1.628676 0.03 -0.04 -0.01
H -0.889628 -0.903359 -2.400632 -0.11 -0.02 -0.01
H -2.356089 -0.134401 0.979177 0.20 -0.20 0.15
H -0.962864 -0.629581 1.906481 0.26 0.02 -0.10
H -1.695119 1.958912 0.687753 0.02 -0.02 -0.01
H -0.105888 1.531879 0.150422 0.19 0.02 0.17
H -0.973897 0.801494 4.049235 -0.11 -0.18 -0.16
H -1.519287 2.460003 4.004603 0.04 0.00 -0.01
H -2.321307 1.284696 2.968944 0.06 -0.10 0.00
H 3.269023 0.441853 3.320453 0.03 -0.10 0.00
H 2.299903 -0.780606 2.514825 0.11 -0.05 -0.03
H 4.532624 0.849834 1.175133 -0.02 0.00 0.03
H 4.737210 -0.782075 1.843408 0.10 0.11 -0.04
H 4.203085 -0.609768 -0.606320 -0.01 -0.05 -0.01
H 2.679360 -0.295559 -0.157171 0.11 0.11 -0.06
C -6.218959 3.485316 -1.312512 -0.03 -0.01 0.00
C -6.579793 3.334829 0.159742 -0.02 0.01 -0.12
C -5.368008 2.993027 1.034916 -0.10 0.01 -0.04
C -4.753213 1.726056 0.636112 0.04 0.09 0.10
N -4.275294 0.730869 0.322744 -0.19 -0.01 -0.12
H -5.828064 2.552591 -1.721668 0.03 0.01 0.02
H -7.097048 3.759360 -1.896534 0.01 0.01 0.00
H -5.464725 4.261478 -1.455569 0.00 0.00 0.00
H -7.337599 2.558155 0.277058 0.01 0.00 0.04
H -7.015225 4.263886 0.530830 0.02 -0.01 0.05
H -5.657492 2.910132 2.083400 0.03 0.01 0.01
H -4.609401 3.775166 0.960212 0.01 -0.01 0.01
C 1.659222 6.191081 -0.459940 -0.02 -0.04 -0.02
C 2.796774 5.193887 -0.280880 -0.15 0.06 0.00
C 4.178788 5.855569 -0.312485 -0.07 -0.10 -0.04
C 4.433718 6.530452 -1.586782 0.03 0.02 0.12
N 4.618283 7.064399 -2.585210 0.01 0.02 -0.11
H 1.709958 6.686346 -1.430981 0.04 0.02 0.01
H 0.698812 5.679177 -0.397819 0.00 0.01 0.03
H 1.682596 6.960193 0.315222 0.00 0.00 0.00
H 2.741407 4.432987 -1.061121 0.05 -0.03 0.03
H 2.681466 4.675591 0.671943 0.05 -0.04 -0.02
H 4.963188 5.112162 -0.163350 0.02 0.02 0.03
H 4.265483 6.595670 0.485629 0.02 0.00 -0.01
C 4.601172 -4.119346 1.167743 0.05 0.03 0.06
C 4.345180 -4.252391 -0.327384 0.04 -0.01 0.11
C 2.910664 -3.887162 -0.715051 -0.10 -0.05 -0.08
C 1.928247 -4.755529 -0.064020 0.09 0.11 -0.17
N 1.160957 -5.442145 0.441924 0.03 -0.10 0.18
H 3.970105 -4.801495 1.739418 -0.02 0.01 -0.01
H 5.639604 -4.352746 1.404101 0.00 -0.01 0.00
H 4.398366 -3.101818 1.509778 -0.04 -0.04 -0.05
H 4.558292 -5.273932 -0.649429 0.00 0.01 -0.03
H 5.021610 -3.596263 -0.877625 -0.03 0.02 -0.04
H 2.767213 -3.965944 -1.794145 -0.02 -0.05 -0.01
H 2.696540 -2.854068 -0.434089 0.07 -0.03 0.08
```
Positions in Å, forces in eV/Å.

Atomic partial charges in e from the Löwdin method, atoms 1 to 5:
1 C -0.069
2 C -0.341
3 C -0.065
4 C -0.104
5 C -0.190



Among the records above, which one has the highest DFT total energy?
C27H49ClN4O2



Which of these has the lowest highest occupied orbital energy?
C27H49Cl2CuO13S3



Kohn-Sham gap of number 1 (C27H49Cl2CuO13S3)?
7.9 eV